{
  "formula": "C5H13NS",
  "method": "ωB97M-V/def2-TZVPD",
  "smiles": "CCC[C@@H](S)CN",
  "charge": 0,
  "homo_ha": -0.3268,
  "gap_ev": 9.73,
  "de_lowest_ev": 1.006,
  "max_force_ha_per_bohr": 0.066,
  "symbols": ["S", "N", "C", "C", "C", "C", "C", "H", "H", "H", "H", "H", "H", "H", "H", "H", "H", "H", "H", "H"],
  "coordinates": [[-0.25686, 0.12858, 1.99768], [1.82363, -1.83684, 1.10725], [-2.36239, 0.78009, -0.93432], [1.99012, -0.39664, 0.83603], [-0.95856, 0.66889, -1.50821], [-0.00644, -0.27580, -0.70987], [0.78283, 0.38850, 0.43893], [-0.45602, 1.43630, 2.31455], [1.21044, -1.91629, 1.93740], [1.47614, -2.34813, 0.28320], [-2.35094, 1.59342, -0.18420], [-3.20491, 0.82609, -1.55183], [-2.68358, -0.17376, -0.38371], [2.52603, 0.07190, 1.69840], [2.76011, -0.25435, 0.06805], [-0.48130, 1.65490, -1.62190], [-1.04312, 0.17533, -2.42760], [0.71016, -0.78989, -1.33094], [-0.48222, -1.20557, -0.31490], [1.00687, 1.47328, 0.28600]],
  "mulliken_charge": [-0.28, -0.56, -1.06, -0.99, -0.54, -0.97, 0.15, 0.14, 0.29, 0.26, 0.23, 0.41, 0.25, 0.30, 0.39, 0.31, 0.30, 0.47, 0.39, 0.53]
}

{
  "formula": "H8N2Si2",
  "method": "ωB97M-V/def2-TZVPD",
  "charge": 0,
  "homo_ha": -0.3399,
  "gap_ev": 9.76,
  "de_lowest_ev": 4.409,
  "max_force_ha_per_bohr": 0.067,
  "symbols": ["N", "N", "Si", "Si", "H", "H", "H", "H", "H", "H", "H", "H"],
  "coordinates": [[0.98150, 0.13838, -1.70068], [0.17584, -0.97890, -1.23321], [0.17347, 0.47598, 1.77396], [-0.97632, -0.67526, 0.10393], [0.43707, 0.95480, -1.62643], [1.85191, 0.14276, -1.11816], [-0.40400, -1.44485, -1.89939], [-0.10685, 2.06952, 1.62089], [0.36915, 0.17564, 3.18946], [1.45486, 0.42586, 1.23687], [-2.02705, 0.46545, -0.86902], [-1.92958, -1.74938, 0.52178]],
  "mulliken_charge": [-0.52, -0.28, 0.37, 0.17, 0.26, 0.29, 0.26, -0.07, -0.13, -0.17, -0.05, -0.11]
}

{
  "formula": "CH5NO3",
  "method": "ωB97M-V/def2-TZVPD",
  "smiles": "NC(=O)O.O",
  "charge": 0,
  "homo_ha": -0.3967,
  "gap_ev": 11.14,
  "de_lowest_ev": 0.418,
  "max_force_ha_per_bohr": 0.012,
  "symbols": ["C", "N", "O", "O", "O", "H", "H", "H", "H", "H"],
  "coordinates": [[0.39928, -0.35884, -0.55076], [1.58677, -0.42452, 0.10894], [0.06870, 0.86299, -1.00938], [-2.07093, 0.35805, 0.98760], [-0.29562, -1.31516, -0.75718], [-2.27263, 0.80665, 0.16137], [-1.95218, -0.56679, 0.75028], [0.68901, 1.54494, -0.72528], [1.80703, -1.30115, 0.55252], [2.04058, 0.39380, 0.48191]],
  "mulliken_charge": [0.77, -0.43, -0.43, -0.65, -0.57, 0.31, 0.32, 0.28, 0.23, 0.18]
}